{"formula": "C13H14ClFN2OS2", "method": "wB97M-V/def2-TZVPD", "spin_multiplicity": 1, "charge": 0, "total_energy_ev": -55644.677, "homo_energy_ha": -0.3072, "homo_lumo_gap_ev": 8.226, "lumo_ev": -0.134, "symbols": ["C", "N", "C", "S", "S", "C", "N", "O", "C", "C", "C", "F", "C", "C", "C", "C", "Cl", "C", "C", "C", "H", "H", "H", "H", "H", "H", "H", "H", "H", "H", "H", "H", "H", "H"], "coordinates": [[0.14, 3.50, 2.75], [0.71, 2.25, 2.30], [1.67, 1.63, 3.00], [2.39, 2.17, 4.37], [2.15, 0.11, 2.23], [1.18, 0.53, 0.74], [0.66, -0.69, 0.11], [0.26, -1.59, 0.87], [0.66, -0.74, -1.19], [0.08, -1.85, -1.93], [-1.16, -2.40, -1.58], [-1.88, -1.81, -0.62], [-1.70, -3.48, -2.25], [-1.01, -4.03, -3.32], [0.20, -3.48, -3.72], [0.74, -2.41, -3.03], [2.26, -1.76, -3.52], [0.07, 1.49, 1.22], [-0.35, 2.40, 0.07], [-1.13, 0.73, 1.79], [0.31, 4.28, 2.01], [0.64, 3.77, 3.68], [-0.93, 3.39, 2.93], [1.85, 1.04, 0.04], [1.16, 0.04, -1.74], [-2.66, -3.86, -1.94], [-1.42, -4.87, -3.85], [0.74, -3.90, -4.56], [-1.17, 3.05, 0.38], [-0.69, 1.80, -0.76], [0.48, 3.02, -0.26], [-0.81, 0.00, 2.52], [-1.67, 0.21, 1.00], [-1.82, 1.43, 2.27]], "nbo_charge": [-0.43, -0.45, -0.07, -0.14, 0.35, -0.20, 0.12, -0.49, -0.04, -0.19, 0.46, -0.31, -0.28, -0.17, -0.25, 0.01, 0.02, 0.14, -0.62, -0.64, 0.20, 0.26, 0.20, 0.23, 0.22, 0.24, 0.22, 0.23, 0.23, 0.23, 0.22, 0.25, 0.23, 0.21]}

---

{"formula": "C33H35N4O6SSiTi", "method": "wB97M-V/def2-TZVPD", "spin_multiplicity": 1, "relative_energy_ev": 0.180, "charge": 1, "total_energy_ev": -94858.122, "homo_energy_ha": -0.3860, "homo_lumo_gap_ev": 7.299, "lumo_ev": -3.206, "symbols": ["Ti", "N", "C", "O", "C", "C", "H", "H", "H", "H", "H", "H", "C", "C", "C", "C", "C", "C", "Si", "C", "C", "C", "C", "C", "C", "H", "H", "H", "H", "H", "H", "H", "H", "H", "H", "H", "O", "C", "O", "C", "C", "C", "C", "C", "C", "N", "O", "O", "H", "H", "H", "H", "C", "C", "C", "N", "C", "S", "N", "C", "O", "C", "C", "C", "C", "C", "C", "H", "H", "H", "H", "H", "H", "H", "H", "H", "H", "H", "H", "H", "H"], "coordinates": [[0.73, -0.84, -1.87], [3.98, -1.26, -4.21], [3.02, -1.43, -3.32], [1.88, -0.92, -3.52], [3.24, -2.23, -2.08], [2.48, -1.60, -0.89], [3.80, -0.74, -5.05], [4.89, -1.67, -4.07], [4.30, -2.38, -1.88], [2.83, -3.22, -2.32], [3.15, -0.94, -0.35], [2.16, -2.39, -0.20], [-5.11, -1.14, -3.11], [-4.12, -0.82, -4.04], [-2.96, -0.19, -3.62], [-2.75, 0.13, -2.27], [-3.76, -0.19, -1.36], [-4.93, -0.82, -1.78], [-1.12, 0.93, -1.80], [-1.21, 1.71, -0.10], [-1.01, 3.08, 0.07], [-1.12, 3.67, 1.32], [-1.42, 2.89, 2.43], [-1.60, 1.53, 2.29], [-1.49, 0.94, 1.03], [-6.02, -1.62, -3.44], [-4.26, -1.05, -5.09], [-2.19, 0.05, -4.35], [-3.65, 0.06, -0.31], [-5.70, -1.05, -1.06], [-0.83, 1.96, -2.82], [-0.79, 3.70, -0.79], [-1.00, 4.74, 1.42], [-1.52, 3.35, 3.41], [-1.85, 0.92, 3.15], [-1.65, -0.13, 0.93], [-0.45, -2.19, -2.81], [-1.03, -2.41, -1.70], [-0.52, -1.85, -0.66], [-2.23, -3.25, -1.58], [-2.77, -3.85, -2.72], [-3.92, -4.62, -2.60], [-4.54, -4.77, -1.37], [-3.98, -4.15, -0.26], [-2.83, -3.39, -0.34], [-4.64, -4.28, 1.05], [-4.14, -3.70, 1.99], [-5.64, -4.96, 1.10], [-2.29, -3.71, -3.67], [-4.35, -5.10, -3.47], [-5.44, -5.35, -1.25], [-2.42, -2.92, 0.54], [0.87, -1.30, 2.77], [1.53, -0.02, 3.25], [2.61, 0.49, 2.31], [2.00, 0.99, 1.08], [2.61, 1.49, 0.02], [1.93, 1.44, -1.55], [3.86, 2.02, 0.12], [4.58, 2.68, 1.16], [5.78, 2.62, 1.11], [3.83, 3.45, 2.18], [2.57, 4.00, 1.94], [1.96, 4.76, 2.93], [2.59, 4.95, 4.15], [3.85, 4.41, 4.39], [4.47, 3.67, 3.40], [0.05, -1.60, 3.43], [1.59, -2.12, 2.75], [0.46, -1.21, 1.76], [1.99, -0.18, 4.23], [0.79, 0.78, 3.39], [3.29, -0.33, 2.04], [3.20, 1.26, 2.79], [1.01, 0.78, 0.94], [4.38, 2.01, -0.75], [2.08, 3.87, 0.99], [0.99, 5.20, 2.74], [2.10, 5.54, 4.92], [4.34, 4.57, 5.34], [5.46, 3.26, 3.55]], "lowdin_charge": [0.84, 0.24, -0.48, -0.10, -0.15, -0.23, 0.14, 0.13, 0.12, 0.14, 0.03, 0.06, -0.08, -0.08, -0.12, -0.32, -0.09, -0.08, 0.67, -0.35, -0.10, -0.09, -0.07, -0.08, -0.14, 0.11, 0.11, 0.10, 0.10, 0.11, 0.00, 0.10, 0.10, 0.11, 0.11, 0.09, -0.05, -0.53, -0.11, -0.12, 0.02, -0.03, 0.03, -0.12, 0.08, -0.35, 0.09, 0.10, 0.13, 0.12, 0.13, 0.13, -0.08, -0.21, -0.14, 0.08, -0.75, 0.76, 0.12, -0.38, 0.14, -0.18, -0.02, -0.06, -0.05, -0.05, -0.01, 0.08, 0.08, 0.04, 0.12, 0.10, 0.13, 0.10, 0.10, 0.14, 0.11, 0.10, 0.11, 0.11, 0.13]}

---

{"formula": "C16H35ClKN2O2Si4", "method": "wB97M-V/def2-TZVPD", "spin_multiplicity": 1, "relative_energy_ev": 0.841, "charge": -1, "total_energy_ev": -84597.093, "homo_energy_ha": -0.1279, "homo_lumo_gap_ev": 5.513, "lumo_ev": 2.032, "symbols": ["K", "Cl", "C", "C", "C", "C", "O", "C", "C", "O", "C", "H", "H", "H", "H", "C", "Si", "C", "C", "Si", "Si", "C", "C", "C", "Si", "C", "C", "C", "H", "H", "H", "H", "H", "H", "H", "H", "H", "H", "H", "H", "H", "H", "H", "H", "H", "H", "H", "H", "H", "H", "H", "H", "H", "H", "H", "N", "N", "H", "H", "H", "H"], "coordinates": [[0.68, -0.31, 0.09], [5.82, 0.65, 4.61], [4.82, 0.00, 3.33], [5.40, -0.26, 2.07], [4.66, -0.77, 1.05], [3.26, -1.08, 1.19], [2.60, -1.53, 0.22], [2.69, -0.80, 2.50], [1.32, -1.05, 2.87], [0.40, -1.43, 2.16], [3.50, -0.27, 3.53], [6.45, -0.03, 1.92], [5.10, -0.96, 0.08], [1.10, -0.84, 3.94], [3.05, -0.08, 4.49], [-2.33, 3.31, 2.41], [-0.56, 3.78, 1.93], [0.54, 3.03, 3.27], [-0.44, 5.65, 2.17], [-0.03, 2.88, -0.15], [-1.56, 3.86, -1.59], [-3.27, 3.09, -1.29], [-1.16, 3.46, -3.40], [-1.82, 5.73, -1.54], [2.00, 3.89, -0.70], [2.08, 5.77, -0.92], [2.66, 3.18, -2.32], [3.32, 3.48, 0.60], [-2.51, 3.55, 3.46], [-2.51, 2.25, 2.25], [-3.06, 3.87, 1.81], [0.18, 3.32, 4.26], [1.58, 3.35, 3.17], [0.53, 1.94, 3.21], [-0.73, 5.92, 3.19], [-1.09, 6.19, 1.48], [0.58, 6.01, 2.00], [-3.22, 2.01, -1.44], [-4.01, 3.51, -1.98], [-3.62, 3.27, -0.27], [-0.98, 2.39, -3.53], [-0.26, 3.99, -3.73], [-1.98, 3.76, -4.05], [-2.17, 6.06, -0.56], [-2.58, 6.02, -2.28], [-0.90, 6.27, -1.77], [1.41, 6.11, -1.72], [3.10, 6.08, -1.18], [1.78, 6.29, -0.01], [2.01, 3.42, -3.17], [2.73, 2.09, -2.27], [3.66, 3.57, -2.54], [3.12, 3.98, 1.55], [4.30, 3.80, 0.24], [3.37, 2.41, 0.80], [-4.02, -0.04, 0.99], [-2.71, -0.31, 0.49], [-4.73, -0.62, 0.54], [-4.23, 0.93, 0.79], [-2.73, -0.68, -0.45], [-2.28, -0.99, 1.11]], "nbo_charge": [0.91, -0.05, -0.11, -0.19, -0.29, 0.42, -0.77, -0.29, 0.40, -0.65, -0.18, 0.21, 0.21, 0.11, 0.22, -1.11, 1.27, -1.11, -1.11, -0.76, 1.27, -1.11, -1.11, -1.11, 1.26, -1.11, -1.11, -1.11, 0.22, 0.24, 0.22, 0.21, 0.23, 0.22, 0.21, 0.23, 0.22, 0.22, 0.21, 0.22, 0.23, 0.22, 0.21, 0.22, 0.21, 0.23, 0.22, 0.21, 0.23, 0.22, 0.23, 0.21, 0.22, 0.22, 0.23, -0.67, -0.68, 0.32, 0.35, 0.33, 0.35]}